Entry 1:
ORCA calculation (ωB97M-V with the def2-TZVPD basis set) on a structure of composition C20H20BF3N5NiO5.

```
! wB97M-V def2-TZVPD RIJCOSX def2/J DEFGRID3
* xyz -1 3
Ni -0.381 -0.140 0.468
O 0.457 1.047 4.344
C 0.364 1.021 3.120
O 0.169 -0.022 2.400
C 0.625 2.333 2.359
C 1.657 2.056 1.258
C 2.297 3.356 0.763
C 1.138 3.970 -0.067
C 0.046 2.912 0.108
O 0.820 1.689 0.138
C -0.544 2.959 1.525
C -1.901 2.235 1.504
O -2.883 2.858 1.899
O -1.913 1.067 0.977
H 1.001 3.034 3.100
H 2.352 1.252 1.487
H 2.612 3.987 1.593
H 3.166 3.148 0.137
H 0.818 4.944 0.302
H 1.412 4.069 -1.118
H -0.687 2.866 -0.692
H -0.755 3.977 1.843
B -0.869 -3.317 -1.244
N -1.722 -2.040 -1.566
C -2.671 -2.047 -2.514
C -3.196 -0.772 -2.630
C -2.493 -0.027 -1.683
N -1.608 -0.800 -1.057
N 0.259 -3.070 -0.185
C 1.091 -4.051 0.194
C 2.073 -3.517 1.008
C 1.751 -2.162 1.079
N 0.665 -1.906 0.353
H -1.609 -4.179 -0.819
H -0.331 -3.660 -2.282
H -2.902 -2.958 -3.042
H -3.980 -0.435 -3.288
H -2.590 1.010 -1.409
H 0.923 -5.062 -0.139
H 2.892 -4.031 1.482
H 2.224 -1.372 1.640
F 4.918 -0.893 -5.255
C 3.816 -0.144 -5.447
F 4.246 1.108 -5.698
F 3.227 -0.589 -6.566
C 2.904 -0.181 -4.256
C 3.402 0.181 -3.014
C 2.535 0.166 -1.937
N 1.251 -0.173 -2.035
C 0.791 -0.528 -3.228
C 1.578 -0.548 -4.375
H 4.438 0.470 -2.892
H 2.880 0.441 -0.946
H -0.256 -0.813 -3.276
H 1.161 -0.843 -5.326
*
```

For the highest occupied orbital energy (spin up / spin down), the calculation gives -5.687 / -5.758 eV. The gap between HOMO and LUMO (spin up / spin down) comes out at 8.1 / 8.2 eV. The LUMO energy (spin up / spin down) comes out at 2.41 / 2.41 eV.

Entry 2:
ORCA calculation (ωB97M-V with the def2-TZVPD basis set) on a structure of composition C20H20Br3MnN6.

```
! wB97M-V def2-TZVPD RIJCOSX def2/J DEFGRID3
* xyz 2 5
Mn 0.865 0.626 0.369
Br -4.077 5.009 1.107
C -2.651 3.837 0.950
C -1.820 3.583 2.028
C -0.776 2.695 1.862
N -0.535 2.077 0.698
C -1.340 2.334 -0.360
C -2.402 3.204 -0.267
C -0.970 1.640 -1.615
C -1.695 1.743 -2.781
C -1.243 1.074 -3.915
Br -2.199 1.183 -5.497
C -0.070 0.334 -3.849
C 0.594 0.268 -2.643
N 0.154 0.895 -1.541
H -1.972 4.064 2.983
H -0.105 2.467 2.676
H -3.034 3.410 -1.117
H -2.599 2.330 -2.830
H 0.322 -0.180 -4.714
H 1.506 -0.300 -2.547
N 1.626 -2.542 -0.298
C 2.633 -1.692 -0.584
C 3.840 -2.174 -1.134
C 4.838 -1.302 -1.454
C 4.662 0.077 -1.239
C 3.484 0.488 -0.706
N 2.464 -0.370 -0.388
H 1.797 -3.530 -0.381
H 0.878 -2.252 0.315
H 3.953 -3.239 -1.281
H 5.766 -1.675 -1.866
H 5.431 0.796 -1.476
H 3.302 1.537 -0.509
Br 2.067 1.033 2.316
C -1.376 -2.442 4.399
C -1.297 -1.996 2.979
C -2.151 -2.192 1.907
C -1.577 -1.523 0.826
N -0.420 -0.944 1.202
N -0.285 -1.251 2.520
C -2.098 -1.447 -0.572
H -1.863 -3.413 4.459
H -1.962 -1.735 4.986
H -0.388 -2.524 4.850
H -3.068 -2.757 1.908
H 0.518 -0.905 3.028
H -2.492 -2.416 -0.876
H -1.320 -1.170 -1.280
H -2.916 -0.729 -0.647
*
```

For the highest occupied orbital energy (spin up / spin down), the calculation gives -14.727 / -14.734 eV. The gap between HOMO and LUMO (spin up / spin down) comes out at 6.8 / 7.5 eV. The LUMO energy (spin up / spin down) comes out at -7.96 / -7.24 eV.

Entry 3:
ORCA calculation (ωB97M-V with the def2-TZVPD basis set) on an isolated molecule of C20H20BrN5O3.

```
! wB97M-V def2-TZVPD RIJCOSX def2/J DEFGRID3
* xyz 0 1
C 0.499 -2.165 -1.160
C 0.104 -1.196 -0.079
N 0.550 -1.389 1.152
N 1.442 -2.394 1.491
C 1.958 -2.599 2.777
O 1.495 -1.924 3.679
C 3.018 -3.674 2.925
N 3.545 -4.289 1.885
N 4.467 -5.200 2.375
C 5.205 -6.186 1.531
C 4.517 -5.127 3.734
C 5.304 -5.990 4.647
C 3.649 -4.145 4.124
Br 3.125 -3.661 5.929
C -0.728 0.000 -0.385
C -1.292 0.815 0.631
C -2.089 1.956 0.290
C -2.251 2.347 -1.034
N -2.940 3.544 -1.289
C -2.974 4.301 -2.473
O -2.233 4.037 -3.416
C -3.997 5.363 -2.587
C -5.076 5.613 -1.613
C -5.738 6.763 -2.034
O -5.128 7.248 -3.167
C -4.109 6.392 -3.510
C -3.320 6.597 -4.738
C -1.685 1.545 -2.020
C -0.935 0.398 -1.730
H -0.377 -2.313 -1.802
H 0.802 -3.155 -0.799
H 1.304 -1.745 -1.746
H 1.932 -2.853 0.702
H 4.838 -6.094 0.523
H 4.995 -7.215 1.862
H 6.298 -6.056 1.549
H 6.352 -5.745 4.542
H 5.145 -7.048 4.432
H 5.022 -5.738 5.680
H -1.082 0.543 1.661
H -2.575 2.527 1.087
H -3.429 3.916 -0.479
H -5.353 5.068 -0.701
H -6.587 7.222 -1.570
H -2.540 5.873 -4.906
H -4.033 6.586 -5.608
H -2.868 7.595 -4.734
H -1.785 1.788 -3.075
H -0.440 -0.136 -2.551
*
```

For the highest occupied orbital energy, the calculation gives -7.845 eV. Its structure (SMILES) is C/C(=N\NC(=O)c1nn(C)c(C)c1Br)c1ccc(NC(=O)c2ccoc2C)cc1. The gap between HOMO and LUMO comes out at 8.2 eV. The LUMO energy comes out at 0.36 eV.

Entry 4:
ORCA calculation (ωB97M-V with the def2-TZVPD basis set) on an isolated molecule of C20H20Cl2N2O5S.

```
! wB97M-V def2-TZVPD RIJCOSX def2/J DEFGRID3
* xyz 0 1
O 0.251 -2.801 1.380
C 0.458 -1.864 0.635
C 1.247 -2.032 -0.657
C 2.511 -1.215 -0.678
C 2.916 -0.544 -1.827
C 4.098 0.171 -1.843
C 4.891 0.245 -0.707
C 4.472 -0.395 0.464
C 3.295 -1.130 0.462
O 5.187 -0.318 1.631
C 6.172 0.690 1.620
C 6.941 0.664 0.300
O 6.071 0.941 -0.774
N 0.029 -0.612 0.934
C 0.039 0.543 0.070
C -1.399 0.871 -0.352
N -2.192 1.072 0.836
S -3.571 1.978 0.674
O -3.226 3.108 -0.133
O -4.109 2.196 1.977
C -4.682 0.952 -0.324
C -4.646 1.163 -1.691
C -5.425 0.392 -2.536
C -6.243 -0.593 -2.010
C -6.285 -0.805 -0.640
Cl -7.307 -2.021 0.006
C -5.496 -0.031 0.219
Cl -5.563 -0.292 1.910
C -2.211 -0.068 1.723
C -0.773 -0.403 2.124
H 1.502 -3.094 -0.716
H 0.617 -1.792 -1.516
H 2.315 -0.593 -2.723
H 4.432 0.680 -2.733
H 3.005 -1.634 1.370
H 5.701 1.676 1.742
H 6.829 0.491 2.467
H 7.395 -0.328 0.167
H 7.718 1.430 0.277
H 0.665 0.377 -0.803
H 0.441 1.392 0.633
H -1.433 1.799 -0.922
H -1.804 0.047 -0.962
H -4.014 1.954 -2.061
H -5.400 0.559 -3.601
H -6.859 -1.201 -2.653
H -2.800 0.210 2.597
H -2.664 -0.943 1.234
H -0.745 -1.319 2.715
H -0.348 0.427 2.696
*
```

For the highest occupied orbital energy, the calculation gives -8.480 eV. Its structure (SMILES) is O=C(Cc1ccc2c(c1)OCCO2)N1CCN(S(=O)(=O)c2cccc(Cl)c2Cl)CC1. The gap between HOMO and LUMO comes out at 8.7 eV. The LUMO energy comes out at 0.26 eV.

Entry 5:
ORCA calculation (ωB97M-V with the def2-TZVPD basis set) on the ion C20H20Cl2N3O5S with charge -1.

```
! wB97M-V def2-TZVPD RIJCOSX def2/J DEFGRID3
* xyz -1 1
C -0.133 -0.106 5.503
C 0.545 0.243 4.202
O -0.264 -0.308 3.126
C 0.068 0.156 1.895
O 0.885 1.031 1.720
C -0.818 -0.525 0.818
C -0.029 -0.715 -0.451
C -0.553 -1.444 -1.640
N 1.241 -0.406 -0.373
N 1.945 -0.295 -1.444
C 3.315 -0.113 -1.160
O 3.841 0.006 -0.062
N 3.938 -0.105 -2.404
C 5.281 0.059 -2.681
C 5.731 0.066 -4.026
C 7.064 0.346 -4.320
C 7.983 0.589 -3.287
C 7.556 0.535 -1.954
C 6.220 0.260 -1.651
C -2.105 0.255 0.802
Cl -1.897 2.008 0.827
S -3.430 -0.162 -0.497
O -3.387 -1.616 -0.606
O -3.205 0.667 -1.661
C -5.122 0.103 0.109
C -5.939 -0.998 0.377
C -7.287 -0.798 0.694
C -7.809 0.504 0.712
Cl -9.486 0.741 0.979
C -6.975 1.608 0.484
C -5.627 1.400 0.162
H 0.491 0.213 6.341
H -1.093 0.414 5.595
H -0.302 -1.182 5.595
H 0.626 1.327 4.067
H 1.546 -0.208 4.140
H -1.096 -1.529 1.175
H -1.575 -1.802 -1.488
H -0.524 -0.804 -2.537
H 0.074 -2.328 -1.856
H 3.270 -0.243 -3.158
H 5.012 -0.136 -4.827
H 7.394 0.380 -5.362
H 9.025 0.815 -3.518
H 8.256 0.712 -1.137
H 5.869 0.216 -0.623
H -2.687 -0.032 1.694
H -5.548 -2.012 0.324
H -7.932 -1.648 0.903
H -7.379 2.615 0.537
H -4.975 2.243 -0.059
*
```

For the highest occupied orbital energy, the calculation gives -2.978 eV. Its structure (SMILES) is CCOC(=O)[C@H](/C(C)=N/N=C(\[O-])Nc1ccccc1)[C@@H](Cl)S(=O)(=O)c1ccc(Cl)cc1. The gap between HOMO and LUMO comes out at 4.9 eV. The LUMO energy comes out at 1.96 eV.

Entry 6:
ORCA calculation (ωB97M-V with the def2-TZVPD basis set) on a structure of composition C20H20ClCoF7N4O7S2.

```
! wB97M-V def2-TZVPD RIJCOSX def2/J DEFGRID3
* xyz 0 2
Co -0.893 -0.484 0.005
F -6.282 3.659 -0.151
C -5.151 3.695 -0.911
C -4.246 2.682 -0.852
C -3.094 2.749 -1.637
C -2.129 1.633 -1.489
O -2.431 0.713 -0.729
C -0.926 1.762 -2.261
C -0.808 2.835 -3.077
N -1.699 3.858 -3.234
C -1.302 4.869 -4.201
C -1.447 6.349 -4.042
C -2.216 5.613 -5.122
C -2.865 3.843 -2.485
C -3.824 4.873 -2.516
C -4.952 4.805 -1.733
N -5.901 5.889 -1.756
C -7.216 5.493 -2.243
C -8.055 6.730 -2.484
N -8.144 7.509 -1.196
C -6.779 7.862 -0.661
C -5.994 6.582 -0.477
C 0.281 0.812 -2.270
O 1.131 1.032 -3.130
O 0.321 -0.116 -1.405
H -4.371 1.822 -0.206
H 0.102 2.888 -3.661
H -0.373 4.561 -4.652
H -0.601 6.954 -4.334
H -1.986 6.734 -3.190
H -1.889 5.718 -6.146
H -3.284 5.496 -5.015
H -3.718 5.754 -3.123
H -7.739 4.822 -1.545
H -7.103 4.962 -3.187
H -9.069 6.483 -2.792
H -7.590 7.388 -3.216
H -8.627 6.934 -0.500
H -8.702 8.351 -1.330
H -6.917 8.400 0.275
H -6.313 8.509 -1.402
H -6.472 5.965 0.300
H -4.993 6.830 -0.130
Cl -0.348 2.492 0.972
C -0.049 0.709 1.260
H -0.421 0.521 2.267
H 1.033 0.600 1.234
F -0.150 -5.577 0.583
C -0.616 -4.892 -0.456
F -1.665 -5.535 -0.966
F 0.331 -4.805 -1.384
S -1.079 -3.194 0.060
O 0.115 -2.634 0.650
O -1.574 -2.490 -1.110
N -2.208 -3.549 1.108
S -3.020 -2.333 1.681
O -3.585 -2.630 2.955
O -2.329 -1.060 1.510
C -4.510 -2.203 0.572
F -4.263 -1.483 -0.514
F -4.921 -3.415 0.203
F -5.503 -1.610 1.248
*
```

For the highest occupied orbital energy (spin up / spin down), the calculation gives -6.837 / -7.196 eV. The gap between HOMO and LUMO (spin up / spin down) comes out at 4.9 / 5.3 eV. The LUMO energy (spin up / spin down) comes out at -1.94 / -1.94 eV.

DFT total energy in a.u., matching the order above: -3257.0892; -9975.3299; -3847.5959; -2578.4107; -2633.1676; -4858.1129